Entry 1:
# C30H50BNO11

A cluster of 7 separate species, C30H50BNO11 in total (ωB97M-V/def2-TZVPD, the Open Molecules 2025 dataset).

Geometry as XYZ:
```
93
Properties=species:S:1:pos:R:3:forces:R:3
C 3.1043 -1.3532 -0.5103 -1.0 0.3 0.2
C 2.3840 -0.3249 -1.4846 0.9 -0.5 -0.4
C 2.0214 -1.0642 -2.8488 1.3 0.9 0.5
O 0.6293 -0.9393 -3.2203 -0.2 -1.4 0.6
C -0.1078 -2.0591 -2.8752 -1.4 -2.2 0.6
C 0.1240 -3.3355 -3.5760 -1.0 0.1 0.9
C -0.6305 -4.5584 -3.2913 -0.7 1.9 1.4
C -1.6246 -4.4921 -2.2376 0.7 1.9 -0.7
C -1.8693 -3.2111 -1.5262 0.7 -0.4 -1.5
C -1.1472 -1.9860 -1.8169 0.1 -1.0 -0.8
C -1.4497 -0.6450 -1.0894 0.5 0.5 -0.9
B -1.1420 -0.6470 0.4959 0.3 0.1 1.0
O -2.1227 -1.0216 1.4384 0.7 1.2 -0.8
O 0.1249 -0.2310 0.9885 -1.7 0.0 -0.6
C -3.0244 -3.5023 -0.5127 1.9 -0.3 -1.6
O -3.8378 -2.7951 -0.0171 0.1 -0.2 -0.1
N -2.9120 -4.9591 -0.3343 -0.8 -0.6 0.9
C -2.5843 -5.5669 -1.6329 1.5 2.2 -0.1
O -2.9679 -6.6177 -2.0351 0.2 0.3 0.1
H 3.6690 -2.1427 -1.0657 -0.3 0.8 0.4
H 3.7820 -0.8252 0.2120 -0.6 -0.6 -0.7
H 2.2970 -1.8806 0.0721 0.9 0.5 -0.4
H 1.4931 0.1541 -1.0060 0.9 -0.6 -0.5
H 3.1169 0.4920 -1.7347 -0.8 -0.6 0.3
H 2.6280 -0.5856 -3.6687 -0.8 -0.5 0.6
H 2.3608 -2.1301 -2.7516 -0.7 0.8 -0.3
H 0.9063 -3.3382 -4.3749 -0.8 0.0 0.8
H -0.4849 -5.5179 -3.8283 0.1 0.9 0.3
H -2.4893 -0.2918 -1.3280 0.7 -0.6 0.3
H -0.7595 0.1244 -1.5462 -0.7 -0.8 0.4
H -2.8568 -0.3873 1.3091 0.0 -0.9 0.0
H 0.1660 0.7407 0.8580 0.7 -0.4 0.0
H -2.0019 -5.0192 0.1519 -0.6 -0.3 0.2
C 1.4753 3.9019 2.3031 -0.2 -0.3 0.1
C 1.9774 3.4500 0.9581 0.0 -0.1 -0.1
C 3.0120 4.3069 0.2858 0.1 -0.1 -0.3
O 1.5628 2.4324 0.4375 -0.1 0.0 0.0
H 0.7346 3.1907 2.6709 0.0 0.0 0.0
H 2.3042 3.9441 3.0120 0.0 0.2 -0.1
H 1.0052 4.8831 2.2143 0.2 0.1 0.1
H 3.9051 4.3640 0.9130 -0.2 0.2 -0.1
H 2.6096 5.3066 0.1076 0.1 0.0 0.1
H 3.2821 3.8623 -0.6732 -0.1 0.0 0.1
C 6.3105 2.6367 4.2079 -0.4 0.0 0.1
C 6.1433 3.2670 2.8500 -0.2 0.1 -0.1
C 7.3751 3.4084 1.9968 -0.4 0.1 -0.1
O 5.0564 3.6458 2.4602 0.3 -0.1 0.3
H 5.3438 2.5992 4.7108 0.1 0.0 -0.1
H 6.6898 1.6189 4.1012 0.2 0.1 0.1
H 6.9971 3.2323 4.8122 0.1 -0.2 0.0
H 7.8009 2.4248 1.7927 0.2 0.1 0.1
H 8.1087 4.0376 2.5025 0.1 -0.2 0.0
H 7.1074 3.8767 1.0500 0.0 0.0 0.1
C -6.3691 0.4565 1.2825 0.2 0.0 -0.2
C -5.7110 1.6016 2.0027 0.2 0.1 -0.2
C -6.2129 1.9309 3.3848 0.2 0.3 0.0
O -4.8101 2.2357 1.4903 -0.1 -0.1 0.1
H -5.9082 0.3347 0.3028 -0.1 0.0 0.1
H -6.2339 -0.4665 1.8508 -0.2 0.0 0.1
H -7.4314 0.6637 1.1453 0.0 -0.1 0.1
H -6.0728 1.0733 4.0453 -0.2 0.0 0.0
H -7.2689 2.2036 3.3416 0.0 -0.2 0.1
H -5.6490 2.7751 3.7825 0.0 -0.1 0.0
C -5.7887 2.8109 -2.3330 0.0 0.0 0.4
C -7.0615 2.0086 -2.4259 -0.1 0.0 0.3
C -7.5153 1.5858 -3.7999 -0.3 -0.2 0.1
O -7.6941 1.7153 -1.4348 0.1 0.0 -0.2
H -5.5839 3.0444 -1.2875 0.0 -0.1 -0.1
H -4.9539 2.2318 -2.7327 0.0 0.1 -0.2
H -5.8968 3.7456 -2.8868 0.1 -0.1 -0.2
H -6.7566 0.9528 -4.2640 0.0 0.2 -0.1
H -7.6996 2.4663 -4.4183 0.2 -0.1 -0.1
H -8.4416 1.0172 -3.7153 0.1 0.0 0.0
C 9.9389 2.5680 -1.6466 0.0 -0.2 0.3
C 9.8546 3.8899 -0.9274 0.0 0.0 0.3
C 9.8379 5.1374 -1.7730 0.0 0.2 0.3
O 9.8024 3.9474 0.2823 0.0 0.0 -0.2
H 9.9422 1.7589 -0.9159 0.0 0.1 0.0
H 9.0745 2.4450 -2.3019 0.1 0.0 -0.2
H 10.8612 2.5187 -2.2282 -0.1 0.0 -0.2
H 8.9691 5.1274 -2.4339 0.1 0.0 -0.2
H 10.7559 5.2013 -2.3602 -0.1 -0.1 -0.2
H 9.7751 6.0119 -1.1252 0.0 -0.1 0.0
C -5.2506 -8.6362 2.3003 0.0 -0.2 0.3
C -5.3617 -7.3233 3.0338 -0.1 0.1 0.4
C -5.4045 -6.0695 2.2004 0.0 0.1 0.3
O -5.4142 -7.2806 4.2445 0.0 -0.1 -0.2
H -5.2300 -9.4527 3.0226 0.0 0.1 0.0
H -6.1125 -8.7700 1.6441 0.1 0.0 -0.2
H -4.3278 -8.6599 1.7176 -0.1 0.0 -0.2
H -6.2734 -6.0909 1.5398 0.2 0.0 -0.2
H -4.4883 -5.9802 1.6137 -0.2 0.0 -0.2
H -5.4850 -5.2024 2.8563 0.0 -0.1 0.0
```
Forces are in eV/Å.

Results
2S+1: 1
energy relative to the best compared isomer or geometry (same formula, charge and spin): 43.11 kcal/mol
LUMO energy: -0.247 eV


Entry 2:
# C3H2Br2O

A structure of composition C3H2Br2O (ωB97M-V/def2-TZVPD, the Open Molecules 2025 dataset).

Geometry as XYZ:
```
8
Properties=species:S:1:pos:R:3:forces:R:3
C 0.6840 0.9122 -0.9844 -0.1 -0.1 3.1
C -0.3227 0.2957 0.0257 -3.4 1.5 -0.6
C -0.1857 -0.5046 1.0780 1.9 0.5 0.1
O 1.2834 1.9422 -0.9251 -1.2 -2.9 -1.6
Br 0.5163 -0.9198 -2.1184 1.0 1.6 -0.7
Br -1.4212 -1.8482 1.7428 0.8 1.5 -0.4
H -1.3937 0.5851 -0.3311 1.9 -1.0 0.2
H 0.8397 -0.4624 1.5125 -1.0 -1.0 0.0
```
Forces are in eV/Å.

Results
2S+1: 1
energy relative to the best compared isomer or geometry (same formula, charge and spin): 35.41 kcal/mol
LUMO energy: -0.708 eV


Entry 3:
# C6H14N2

A structure of composition C6H14N2 (ωB97M-V/def2-TZVPD, the Open Molecules 2025 dataset).

Geometry as XYZ:
```
22
Properties=species:S:1:pos:R:3:forces:R:3
C -2.3434 0.0526 -0.3727 2.2 -2.2 -0.1
C 2.0230 -0.1709 -0.3885 -2.6 1.4 -0.3
C 0.1380 1.8996 -0.3508 -0.4 0.0 0.0
C 2.3699 -0.5901 1.0237 -0.2 0.0 0.1
C -0.5270 -0.6341 -0.4507 -7.3 1.3 0.1
C 0.1575 0.4302 -0.4472 7.6 -0.9 0.2
N -0.4613 -1.9593 -0.7396 0.8 -0.2 -0.4
N -2.8135 0.4076 0.9240 -0.1 0.2 0.2
H 0.2333 -2.2432 -1.4149 -0.1 -0.3 0.4
H -0.9603 -2.6633 -0.2164 0.2 0.4 -0.2
H -2.4048 1.2686 1.2660 0.0 -0.1 0.0
H -2.6516 -0.3246 1.6049 0.0 0.1 -0.1
H -2.4812 0.8619 -1.0852 0.3 0.0 0.0
H -2.8418 -0.8445 -0.7339 -0.3 0.1 -0.1
H 2.5758 0.7079 -0.7180 0.1 0.0 0.0
H 2.1768 -0.9665 -1.1186 -0.2 0.0 0.0
H -0.8635 2.2991 -0.1962 -0.1 0.1 0.0
H 0.7834 2.2241 0.4672 -0.1 0.0 0.0
H 0.5388 2.3396 -1.2660 0.0 0.0 0.0
H 3.4268 -0.8572 1.1480 -0.1 0.0 -0.1
H 1.7720 -1.4514 1.3327 0.0 0.0 0.0
H 2.1531 0.2140 1.7320 0.0 0.0 0.0
```
Forces are in eV/Å.

Results
2S+1: 1
energy relative to the best compared isomer or geometry (same formula, charge and spin): 89.89 kcal/mol
LUMO energy: 0.946 eV


Entry 4:
# C6H9N2O2

A structure of composition C6H9N2O2 (ωB97M-V/def2-TZVPD, the Open Molecules 2025 dataset).

Geometry as XYZ:
```
19
Properties=species:S:1:pos:R:3:forces:R:3
C 2.6120 1.2668 2.2161 -0.6 0.4 -0.5
C 1.3630 -1.2780 0.0906 -1.2 1.3 -0.6
C 0.3978 0.5112 0.8432 0.4 0.0 -0.1
C 1.6620 0.4190 1.4038 0.5 -0.9 -0.3
N 0.2435 -0.5425 -0.0326 -0.8 0.9 1.7
N 2.2632 -0.7024 0.8871 0.2 -1.3 -0.3
H -1.0151 -1.0226 -0.2850 0.8 -0.6 -1.1
H 1.2943 -2.1243 -0.5867 1.3 -0.4 0.5
H -0.4303 1.1913 0.9865 0.2 0.2 0.1
H 2.5316 1.2810 3.3019 -0.5 -0.2 0.1
H 2.4762 2.2893 1.8512 0.5 0.2 0.3
H 3.6063 0.8731 1.9953 -0.1 0.3 -0.1
C -2.2959 0.2932 -2.1149 0.9 0.0 3.0
C -2.7000 -1.0619 -1.4688 0.4 -0.6 -2.1
O -1.8206 -1.6808 -0.7425 -0.8 0.5 0.9
O -3.7188 -1.6011 -1.8822 -0.2 0.3 0.5
H -2.4216 0.2682 -3.1850 -0.4 0.4 0.0
H -1.2778 0.5530 -1.7877 0.2 -0.6 -0.8
H -2.7699 1.0678 -1.4903 -0.9 0.0 -1.0
```
Forces are in eV/Å.

Results
net charge: -1
2S+1: 1
energy relative to the best compared isomer or geometry (same formula, charge and spin): 26.96 kcal/mol
LUMO energy: 3.800 eV


Entry 5:
# C2H2N4O

A cluster of 2 separate species, C2H2N4O in total (ωB97M-V/def2-TZVPD, the Open Molecules 2025 dataset).

Geometry as XYZ:
```
9
Properties=species:S:1:pos:R:3:forces:R:3
N -2.3088 1.8319 0.1796 0.0 -2.2 0.0
C -2.2198 0.6619 0.1937 -1.0 5.1 -1.2
N -1.9098 -0.5781 0.4740 -0.5 -4.5 1.9
O -2.4082 -1.5503 -0.0624 -0.3 1.2 0.2
N -0.0763 -0.5127 -0.4845 2.1 -0.2 -0.6
C 1.0353 -0.3617 -0.1935 -0.8 1.1 -1.0
N 2.2493 0.1032 -0.0223 2.5 -1.1 1.2
H 2.9801 -0.5099 0.3791 -1.0 0.5 -0.3
H 2.6582 0.9157 -0.4638 -0.8 -0.1 -0.2
```
Forces are in eV/Å.

Results
2S+1: 1
energy relative to the best compared isomer or geometry (same formula, charge and spin): 79.23 kcal/mol
LUMO energy (spin up / spin down): -1.079 / -1.081 eV